44
Properties=species:S:1:pos:R:3:nbo_charge:R:1 method="wB97M-V/def2-TZVPD" s_squared=2.006 e_lumo_ev="-1.863 / -2.242" e_homo_ev="-9.406 / -9.400" energy_ha=-9937.71906 spin_multiplicity=3 orbital_gap_ev="7.543 / 7.158"
Y -1.170 3.540 -0.126 2.305
Ni -3.111 1.828 -2.771 1.464
C 1.026 2.970 2.619 -0.218
O -0.020 3.273 1.753 -1.012
H 1.668 3.840 2.788 0.157
H 0.674 2.563 3.575 0.159
H 1.643 2.175 2.169 0.152
P -2.757 4.105 -2.129 2.381
O -1.773 5.129 -1.550 -1.114
O -1.572 2.976 -2.204 -1.202
O -3.203 3.725 -3.560 -1.072
O -3.206 3.054 -1.025 -1.183
As -0.541 -0.186 -1.093 2.874
F -1.360 -0.418 0.370 -0.610
F -0.822 -1.788 -1.570 -0.611
F 0.157 0.165 -2.586 -0.597
F -0.215 1.493 -0.562 -0.650
F 0.951 -0.579 -0.397 -0.614
F -2.095 0.294 -1.838 -0.681
C -3.961 0.349 1.750 -0.372
Cl -4.612 -0.023 0.155 -0.021
Cl -3.152 1.937 1.828 -0.013
H -4.758 0.375 2.481 0.232
H -3.239 -0.412 2.013 0.242
C 3.828 0.876 -1.267 -0.385
Cl 5.034 1.038 -2.542 -0.024
Cl 4.081 2.019 0.075 -0.047
H 2.843 0.998 -1.683 0.227
H 3.981 -0.079 -0.803 0.229
C -2.504 -3.595 0.648 -0.388
Cl -3.884 -3.575 1.755 -0.035
Cl -0.974 -3.264 1.473 -0.029
H -2.400 -4.581 0.222 0.225
H -2.667 -2.830 -0.096 0.230
C 3.017 -3.788 -1.952 -0.397
Cl 3.675 -5.298 -1.321 -0.020
Cl 4.221 -2.493 -1.946 -0.030
H 2.659 -3.916 -2.965 0.221
H 2.189 -3.483 -1.333 0.229
C 2.361 -1.595 2.250 -0.384
Cl 2.823 -1.490 3.964 -0.038
Cl 3.281 -2.860 1.433 -0.027
H 1.303 -1.808 2.245 0.222
H 2.580 -0.660 1.757 0.225

8
Properties=species:S:1:pos:R:3:nbo_charge:R:1 method="wB97M-V/def2-TZVPD" smiles="O=P([O-])([O-])C(F)F" e_lumo_ev=7.425 e_homo_ev=0.913 energy_ha=-805.55652 relative_energy_ev=0.649 orbital_gap_ev=6.512 total_charge=-2
O 0.753 1.069 -1.221 -1.252
P 0.957 0.326 0.067 2.328
O 1.881 -0.856 -0.034 -1.260
O 1.119 1.168 1.335 -1.250
C -0.762 -0.329 0.049 0.177
F -1.164 -1.053 -1.096 -0.421
F -1.414 -0.982 1.064 -0.406
H -1.370 0.659 -0.163 0.084

147
Properties=species:S:1:pos:R:3:mulliken_charge:R:1 method="wB97M-V/def2-TZVPD" smiles=COCCNCCOC.COCCNCCOC.COCCNCCOC.COCCNCCOC.COCCNCCOC.COCCNCCOC.O e_lumo_ev=0.606 e_homo_ev=-8.444 energy_ha=-2733.10857 relative_energy_ev=3.566 orbital_gap_ev=9.050
C -10.039 15.322 -16.758 -0.889
O -8.934 16.188 -16.785 -0.189
C -9.279 17.560 -16.745 -0.875
C -8.133 18.367 -17.366 -0.405
N -7.232 18.994 -16.381 -0.308
C -6.789 18.033 -15.329 -0.391
C -5.543 18.566 -14.653 -1.167
O -4.549 18.924 -15.563 0.752
C -3.805 17.881 -16.147 -0.735
H -10.801 15.683 -16.056 0.397
H -9.830 14.292 -16.479 0.179
H -10.504 15.333 -17.752 0.336
H -9.510 17.872 -15.724 0.378
H -10.147 17.682 -17.404 0.511
H -8.507 19.105 -18.080 0.521
H -7.574 17.724 -18.060 0.230
H -6.385 19.089 -16.944 -0.074
H -6.588 17.100 -15.873 0.173
H -7.564 17.873 -14.579 0.580
H -5.237 17.887 -13.848 0.319
H -5.801 19.502 -14.149 0.259
H -3.196 17.379 -15.384 -0.069
H -3.137 18.305 -16.892 0.308
H -4.350 17.052 -16.609 0.277
C -7.783 8.952 -18.372 -0.943
O -6.822 8.650 -17.377 -0.279
C -7.264 7.655 -16.427 -0.799
C -6.096 7.481 -15.451 0.206
N -4.851 7.038 -16.096 -0.294
C -4.750 5.616 -16.379 -0.669
C -4.653 4.713 -15.154 -0.604
O -5.814 4.742 -14.346 -0.219
C -5.583 4.095 -13.095 -0.834
H -8.580 9.586 -17.979 0.320
H -8.112 8.097 -18.968 0.346
H -7.237 9.567 -19.092 0.274
H -7.435 6.742 -17.002 0.353
H -8.157 8.069 -15.953 0.454
H -6.481 6.862 -14.641 0.118
H -5.865 8.419 -14.941 -0.194
H -4.889 7.473 -17.014 0.301
H -3.902 5.403 -17.030 0.463
H -5.630 5.219 -16.920 0.281
H -3.804 5.130 -14.597 0.325
H -4.450 3.694 -15.498 0.412
H -5.559 3.016 -13.299 0.377
H -6.519 4.264 -12.567 0.214
H -4.666 4.337 -12.561 0.356
C -5.314 19.182 -19.866 -1.090
O -5.232 19.920 -18.691 -0.020
C -4.903 21.301 -18.874 -0.445
C -5.550 22.107 -17.727 -1.165
N -4.942 21.973 -16.448 -0.235
C -3.504 22.257 -16.276 -0.069
C -3.218 22.401 -14.793 -1.117
O -3.146 21.244 -13.976 -0.354
C -1.992 20.448 -14.207 -0.500
H -4.517 19.410 -20.588 0.400
H -6.247 19.451 -20.393 0.378
H -5.331 18.102 -19.719 0.266
H -5.379 21.542 -19.831 0.539
H -3.838 21.536 -18.920 0.248
H -6.625 21.892 -17.733 0.370
H -5.696 23.151 -18.054 0.443
H -5.036 20.973 -16.293 0.075
H -3.410 23.239 -16.748 0.582
H -2.880 21.461 -16.694 0.083
H -3.973 22.990 -14.270 0.395
H -2.290 22.993 -14.723 0.431
H -2.135 19.641 -13.485 -0.094
H -1.103 21.006 -13.891 0.495
H -1.791 20.020 -15.190 0.209
C -7.236 13.483 -14.940 -0.774
O -6.477 12.926 -13.899 -0.179
C -5.656 11.829 -14.204 -0.269
C -4.298 12.292 -14.738 -0.980
N -3.672 13.154 -13.740 0.182
C -2.513 13.811 -14.363 -0.709
C -1.947 14.924 -13.518 -0.674
O -2.854 15.998 -13.426 -0.034
C -2.304 17.156 -12.833 -0.994
H -7.297 14.576 -14.889 0.106
H -8.310 13.288 -14.797 0.275
H -6.932 13.170 -15.940 0.494
H -6.155 11.017 -14.749 0.557
H -5.474 11.409 -13.205 -0.240
H -4.428 12.719 -15.741 0.619
H -3.671 11.402 -14.863 0.408
H -4.308 13.946 -13.619 0.027
H -2.786 14.204 -15.352 0.317
H -1.745 13.044 -14.510 0.399
H -0.966 15.287 -13.852 0.496
H -1.746 14.547 -12.503 0.248
H -2.048 16.969 -11.787 0.313
H -2.977 18.010 -12.873 0.137
H -1.453 17.434 -13.468 0.513
C -8.930 7.015 -10.659 -0.832
O -7.694 6.889 -11.315 -0.309
C -6.667 7.779 -10.913 0.090
C -5.308 7.148 -11.114 -0.144
N -4.461 7.303 -9.938 -0.290
C -3.985 8.643 -9.585 -0.304
C -3.181 9.254 -10.704 0.103
O -2.573 10.467 -10.316 -0.463
C -2.258 11.346 -11.396 -0.395
H -9.548 6.168 -10.938 0.254
H -9.454 7.958 -10.853 0.307
H -8.786 7.028 -9.571 0.318
H -6.843 8.272 -9.953 0.118
H -6.746 8.632 -11.611 -0.058
H -4.871 7.420 -12.079 0.171
H -5.458 6.067 -11.173 0.152
H -3.953 6.519 -9.585 0.255
H -3.350 8.472 -8.714 0.457
H -4.834 9.241 -9.252 -0.239
H -3.815 9.427 -11.585 -0.090
H -2.390 8.595 -11.081 0.221
H -3.177 11.718 -11.840 0.071
H -1.641 10.719 -12.053 0.344
H -1.627 12.144 -11.012 0.266
C -9.790 10.873 -6.823 -0.762
O -8.504 11.259 -7.250 -0.369
C -7.970 10.477 -8.279 -0.812
C -7.269 11.311 -9.352 -0.027
N -8.148 12.356 -9.849 -0.270
C -7.511 13.131 -10.907 0.136
C -8.514 14.184 -11.370 -0.356
O -9.002 15.018 -10.330 -0.429
C -8.364 16.229 -10.003 -0.543
H -10.177 11.627 -6.139 0.264
H -9.765 9.899 -6.330 0.312
H -10.498 10.859 -7.658 0.331
H -8.721 9.846 -8.774 0.334
H -7.225 9.722 -7.985 0.385
H -7.031 10.514 -10.062 -0.048
H -6.369 11.700 -8.856 0.307
H -8.298 12.966 -9.051 0.299
H -7.296 12.472 -11.746 -0.080
H -6.576 13.644 -10.641 0.189
H -9.418 13.692 -11.730 0.281
H -8.130 14.869 -12.137 0.144
H -9.115 16.900 -9.589 0.241
H -7.887 16.651 -10.891 0.184
H -7.641 16.100 -9.191 0.251
O -5.525 11.098 -17.391 -0.738
H -5.697 10.138 -17.332 0.452
H -5.792 11.436 -16.532 0.179

86
Properties=species:S:1:pos:R:3:mulliken_charge:R:1 method="wB97M-V/def2-TZVPD" e_lumo_ev="1.956 / 1.956" e_homo_ev="-3.863 / -3.862" energy_ha=-4114.86041 relative_energy_ev=0.000 orbital_gap_ev="5.819 / 5.818" total_charge=-1
Ni 1.501 1.871 0.338 -0.645
C 0.018 1.568 5.884 -0.710
C 0.966 0.995 5.055 -0.593
C 1.073 1.394 3.726 0.946
C 0.250 2.374 3.213 0.238
C -0.719 2.942 4.042 -0.405
C -0.829 2.544 5.365 -0.609
N 0.377 2.713 1.805 0.615
N -0.461 3.519 1.444 -0.742
C -0.567 3.617 0.055 0.274
C -1.534 4.500 -0.437 -0.651
C -1.780 4.540 -1.791 -0.649
C -1.053 3.684 -2.628 -0.620
C -0.088 2.823 -2.120 0.819
C 0.208 2.774 -0.752 0.079
H -0.068 1.257 6.920 0.410
H 1.644 0.234 5.429 0.435
H 1.804 0.934 3.084 -0.477
H -1.377 3.696 3.635 0.474
H -1.590 2.991 5.993 0.369
H -2.084 5.124 0.265 0.408
H -2.524 5.215 -2.198 0.377
H -1.238 3.695 -3.700 0.451
H 0.459 2.192 -2.813 -0.021
I -1.549 -2.293 3.864 0.077
C -0.210 -1.454 2.543 -1.623
C 1.124 -1.767 2.414 -0.143
N 1.592 -0.962 1.443 -0.268
N 0.663 -0.149 0.937 0.964
C -0.447 -0.434 1.602 -0.391
H 1.748 -2.471 2.946 0.585
H 2.533 -0.868 1.082 0.101
H -1.361 0.107 1.394 0.817
I 2.767 1.011 -1.707 -0.313
Te 3.832 2.095 1.401 -0.075
C 4.368 1.528 3.391 -0.416
C 4.489 2.474 4.419 -0.215
C 4.893 2.101 5.701 -0.514
C 5.179 0.771 5.989 -0.396
C 5.068 -0.181 4.981 -0.667
C 4.669 0.196 3.697 -0.020
H 4.259 3.512 4.208 0.354
H 4.979 2.854 6.478 0.356
H 5.487 0.479 6.988 0.369
H 5.300 -1.221 5.189 0.357
H 4.605 -0.553 2.915 0.405
C -1.895 0.441 -4.688 -2.086
C -1.022 -0.794 -4.452 1.943
C 0.418 -0.475 -4.865 -1.548
C -1.559 -1.951 -5.304 -1.663
Sb -0.916 -1.043 -2.253 0.952
C -3.053 -1.311 -1.700 1.695
C -3.574 0.130 -1.634 -1.713
C -3.159 -1.904 -0.292 -1.870
C -3.903 -2.135 -2.666 -1.828
C 0.043 -3.030 -2.008 1.911
C -0.505 -3.712 -0.759 -1.910
C -0.066 -3.986 -3.191 -1.798
C 1.514 -2.677 -1.776 -1.330
H -1.788 0.768 -5.734 0.586
H -1.610 1.279 -4.042 0.263
H -2.955 0.228 -4.521 0.235
H 0.450 -0.233 -5.939 0.475
H 1.089 -1.324 -4.693 0.255
H 0.828 0.377 -4.312 0.149
H -1.807 -1.572 -6.308 0.492
H -2.461 -2.405 -4.894 0.164
H -0.818 -2.738 -5.434 0.318
H -3.006 0.729 -0.912 0.283
H -4.629 0.129 -1.315 0.475
H -3.516 0.646 -2.596 0.284
H -2.438 -1.461 0.407 0.311
H -3.014 -2.983 -0.284 0.296
H -4.166 -1.705 0.107 0.533
H -3.974 -1.668 -3.651 0.326
H -4.929 -2.229 -2.273 0.480
H -3.507 -3.149 -2.794 0.238
H -1.514 -4.093 -0.919 0.250
H -0.521 -3.044 0.111 0.350
H 0.136 -4.572 -0.507 0.561
H -1.104 -4.208 -3.459 0.244
H 0.424 -4.938 -2.931 0.520
H 0.443 -3.593 -4.073 0.277
H 1.643 -2.022 -0.908 0.022
H 1.957 -2.151 -2.627 0.280
H 2.093 -3.599 -1.603 0.461

53
Properties=species:S:1:pos:R:3:nbo_charge:R:1 method="wB97M-V/def2-TZVPD" s_squared=6.036 e_lumo_ev="-6.621 / -8.647" e_homo_ev="-14.527 / -14.753" energy_ha=-1649.75509 spin_multiplicity=5 orbital_gap_ev="7.906 / 6.106" total_charge=+2
Rh 0.530 -0.550 -0.549 1.223
C -4.016 -1.126 -1.894 -0.674
C -3.687 0.221 -1.371 0.304
N -4.650 1.079 -1.126 -0.391
C -4.318 2.255 -0.587 0.153
C -3.014 2.646 -0.177 0.011
C -2.831 4.009 0.458 -0.113
O -2.232 3.908 1.742 -0.722
C -1.965 1.790 -0.426 -0.147
C -0.602 2.245 -0.076 0.179
N 0.484 1.677 -0.430 -0.484
C 1.749 2.318 -0.155 0.030
C 1.886 3.481 0.596 -0.150
C 3.132 4.040 0.828 -0.185
C 4.275 3.453 0.305 -0.159
C 4.162 2.310 -0.470 -0.220
C 2.908 1.767 -0.690 -0.152
I 2.834 0.107 -1.976 0.335
C -2.274 0.549 -1.098 0.423
O -1.409 -0.282 -1.481 -0.605
H -5.060 -1.156 -2.193 0.268
H -3.846 -1.876 -1.115 0.253
H -3.367 -1.387 -2.731 0.255
H -5.137 2.959 -0.471 0.222
H -3.787 4.532 0.493 0.212
H -2.168 4.614 -0.162 0.207
H -2.908 3.931 2.425 0.498
H -0.574 3.168 0.488 0.217
H 1.024 3.978 1.020 0.221
H 3.207 4.943 1.418 0.246
H 5.250 3.884 0.489 0.250
H 5.043 1.856 -0.904 0.246
O 0.804 -0.257 1.808 -0.764
C 1.932 -1.171 1.844 -0.064
C 1.550 -2.541 2.358 -0.433
C 0.346 -3.168 1.640 -0.450
C 0.601 -3.646 0.237 0.246
C 0.836 -4.988 -0.027 -0.229
C 0.980 -5.423 -1.332 -0.102
C 0.874 -4.501 -2.364 -0.235
C 0.664 -3.182 -2.037 0.045
N 0.542 -2.749 -0.768 -0.566
H 0.376 -0.253 2.673 0.512
H 2.752 -0.728 2.409 0.221
H 2.264 -1.229 0.796 0.159
H 1.320 -2.468 3.424 0.234
H 2.428 -3.187 2.277 0.244
H -0.480 -2.452 1.613 0.217
H -0.008 -4.014 2.228 0.253
H 0.888 -5.688 0.797 0.246
H 1.156 -6.469 -1.544 0.251
H 0.954 -4.797 -3.401 0.255
H 0.581 -2.429 -2.813 0.209

11
Properties=species:S:1:pos:R:3:nbo_charge:R:1 method="wB97M-V/def2-TZVPD" e_lumo_ev="-6.249 / -6.248" e_homo_ev="-15.348 / -15.348" energy_ha=-429.92115 relative_energy_ev=7.552 orbital_gap_ev="9.099 / 9.099" total_charge=+1
C -0.119 0.707 0.161 0.423
N 0.176 1.806 -0.399 -0.678
N -1.424 -0.059 0.086 0.487
N 1.353 -0.867 0.303 -0.062
O -2.192 -0.301 0.927 -0.228
O -1.290 -0.491 -1.032 -0.335
O 0.785 -2.032 0.182 -0.410
H -0.501 2.541 -0.493 0.456
H 1.179 1.860 -0.319 0.459
H 1.388 -0.864 1.342 0.369
H 0.644 -2.301 -0.758 0.519